{"formula": "C9H8Si", "method": "ωB97M-V with the def2-TZVPD basis set", "lumo_ha": -0.0516, "orbital_gap_ev": 8.0, "e_above_lowest_kcal_mol": 17.2, "total_energy_ha": -637.03587, "max_force_ev_per_a": 4.408, "symbols": ["C", "C", "C", "C", "C", "C", "C", "C", "C", "Si", "H", "H", "H", "H", "H", "H", "H", "H"], "xyz": [[4.1582, -1.7998, 0.1782], [3.1725, -1.0499, 0.1619], [-2.6603, -1.0183, -0.0038], [-2.3252, 0.1676, 0.5751], [-1.7459, -1.7958, -0.6284], [-0.9872, 0.5333, 0.4891], [-0.3836, -1.4947, -0.5019], [0.0448, -0.2313, -0.0794], [2.0078, 2.4232, 0.0330], [1.8599, 0.1415, 0.1672], [-3.7647, -1.3025, -0.0589], [-3.0545, 0.8120, 1.0433], [-2.1019, -2.7622, -1.0358], [-0.7061, 1.4786, 0.9197], [0.3015, -2.1260, -1.0084], [3.0112, 2.4910, 0.3292], [2.0035, 2.5098, -1.0205], [1.1702, 3.0235, 0.4406]]}